(1)
Computed, not measured: a molecular structure, CH2LiOPb, with ωB97M-V/def2-TZVPD.

Positions of all 6 atoms, in Å:
H -0.997 1.048 -2.195
O 0.601 -0.135 0.322
C -0.405 -0.542 0.996
Li 1.238 -1.478 1.625
Pb 0.883 1.042 -1.514
H -1.319 0.064 0.765

Summary:
HOMO-LUMO gap, eV: 7.45
Energy above the lowest of the compared OMol25 structures with the same formula, charge and spin, kcal per mole: 0.0
Multiplicity: 1
Charge: +1
Max |F|, Eh/bohr: 0.038
Highest occupied orbital energy, eV: -12.94

***

(2)
Computed, not measured: a molecular structure, C17H20N3NaO2Se2, with ωB97M-V/def2-TZVPD.

Positions of all 45 atoms, in Å:
Na -1.515 0.754 0.446
O 0.289 -1.861 3.884
C 0.560 -2.982 3.283
C 1.179 -4.012 3.960
C 1.302 -5.288 3.411
C 0.984 -5.466 2.058
C 0.435 -4.378 1.337
C 0.223 -3.152 1.920
C -0.365 -2.097 1.113
O -0.874 -1.097 1.820
N -0.518 -2.266 -0.179
N -1.070 -1.214 -0.796
C -1.054 -1.191 -2.101
C -1.732 -0.128 -2.814
C -1.560 -0.014 -4.226
C -2.102 1.027 -4.944
C -2.827 1.997 -4.217
C -2.849 1.908 -2.834
N -2.407 0.841 -2.149
H -0.210 -1.305 3.223
H 1.387 -3.851 5.066
H 1.657 -6.105 4.066
H 1.057 -6.480 1.664
H 0.007 -4.583 0.359
H -0.745 -2.061 -2.685
H -1.038 -0.893 -4.730
H -2.052 1.004 -6.014
H -3.333 2.764 -4.701
H -3.263 2.668 -2.230
C 1.931 0.385 1.082
Se 0.870 1.766 1.998
C 1.955 3.254 1.277
C 1.820 3.281 -0.219
Se 0.020 3.354 -1.033
C -0.453 5.109 -0.386
H 2.790 0.941 0.614
H 1.435 -0.252 0.354
H 2.372 -0.311 1.808
H 2.971 2.970 1.561
H 1.564 4.088 1.885
H 2.310 2.370 -0.665
H 2.412 4.090 -0.615
H 0.426 5.776 -0.373
H -0.755 5.037 0.713
H -1.234 5.602 -0.990

Summary:
HOMO-LUMO gap, eV: 7.19
Energy above the lowest of the compared OMol25 structures with the same formula, charge and spin, kcal per mole: 7.3
Multiplicity: 1
Max |F|, Eh/bohr: 0.075
Highest occupied orbital energy, eV: -7.40

***

(3)
Computed, not measured: a molecular structure, C2H10NS2, with ωB97M-V/def2-TZVPD.

Positions of all 15 atoms, in Å:
C 3.166 -0.060 -0.297
N 1.883 0.315 -1.059
H 3.884 0.450 -0.845
H 3.411 -1.178 -0.368
H 3.048 0.424 0.643
H 1.644 1.203 -1.428
H 1.625 -0.437 -1.641
H 0.949 0.297 -0.407
C -1.530 1.048 1.668
S -0.352 -0.020 0.786
S -1.547 -0.801 -0.838
H -2.332 1.395 0.955
H -2.180 0.470 2.358
H -1.013 1.918 2.127
H -1.646 0.471 -1.381

Summary:
HOMO-LUMO gap (spin up / spin down), eV: 4.18 / 7.75
Energy above the lowest of the compared OMol25 structures with the same formula, charge and spin, kcal per mole: 20.2
Multiplicity: 2
Max |F|, Eh/bohr: 0.083
Highest occupied orbital energy (spin up / spin down), eV: -3.91 / -7.56

***

(4)
Computed, not measured: a molecular structure, C4H4HgLiO2, with ωB97M-V/def2-TZVPD.

Positions of all 12 atoms, in Å:
O -4.651 0.514 -3.728
C -4.046 0.356 -2.575
C -4.673 0.859 -1.429
H -4.048 0.787 -4.434
H -4.528 0.243 -0.531
H -5.680 1.260 -1.573
C -2.620 -0.294 -2.586
C -1.707 0.159 -1.721
O -1.678 1.023 -0.784
Hg -3.233 2.261 -0.681
H -2.368 -0.930 -3.433
Li -0.115 0.902 0.302

Summary:
HOMO-LUMO gap (spin up / spin down), eV: 6.68 / 7.40
Energy above the lowest of the compared OMol25 structures with the same formula, charge and spin, kcal per mole: 0.0
Multiplicity: 2
Charge: +2
Max |F|, Eh/bohr: 0.085
Highest occupied orbital energy (spin up / spin down), eV: -17.24 / -18.21

***

(5)
Computed, not measured: a molecular structure, C12H15BCl2F2N2O2RuS3Sb, with ωB97M-V/def2-TZVPD.

Positions of all 41 atoms, in Å:
Ru -1.022 -0.103 -0.198
Cl -3.077 2.779 6.501
C -2.859 2.106 4.896
C -3.931 1.459 4.286
C -3.743 0.920 3.031
Cl -5.072 0.086 2.288
C -2.521 0.976 2.320
O -2.448 0.350 1.192
C -1.448 1.706 2.953
C -0.174 1.971 2.424
O 0.308 1.743 1.170
C -1.657 2.232 4.261
H -4.884 1.368 4.784
H 0.553 2.465 3.059
H -0.850 2.765 4.746
S -0.801 -2.286 -4.145
Sb -2.459 -1.810 -2.660
S -1.838 -2.547 -0.480
S -2.131 0.627 -1.932
F 0.540 2.450 -1.033
B -0.321 2.211 -0.024
F -1.368 3.039 0.103
N 0.032 -1.062 1.503
H 0.122 -2.037 1.235
H -0.603 -1.000 2.294
H 0.928 -0.672 1.770
C 2.455 -0.476 -4.148
C 2.571 -1.285 -2.852
C 3.854 -0.916 -2.097
C 2.508 -2.787 -3.137
C 1.430 -0.913 -1.994
N 0.562 -0.564 -1.337
H 3.296 -0.744 -4.791
H 2.494 0.594 -3.943
H 1.517 -0.701 -4.655
H 4.710 -1.163 -2.728
H 3.942 -1.477 -1.166
H 3.884 0.149 -1.868
H 3.340 -3.047 -3.793
H 1.565 -3.041 -3.620
H 2.596 -3.364 -2.216

Summary:
HOMO-LUMO gap (spin up / spin down), eV: 6.29 / 5.90
Multiplicity: 5
Charge: -1
Max |F|, Eh/bohr: 0.013
Highest occupied orbital energy (spin up / spin down), eV: -3.87 / -4.56

***

(6)
Computed, not measured: 2 unconnected molecules or ions with the total composition C4H11NO, with ωB97M-V/def2-TZVPD.

Positions of all 17 atoms, in Å:
C -0.665 2.393 -0.356
C -0.347 1.112 -0.045
C -1.262 0.078 -0.715
N -1.500 -0.956 0.307
C -0.392 -1.937 0.480
H 0.166 3.074 -0.205
H -1.625 2.665 -0.826
H 0.611 0.736 0.431
H -0.875 -0.412 -1.641
H -2.261 0.430 -0.927
H -1.775 -0.659 1.209
H -0.675 -2.853 0.028
H -0.134 -2.111 1.519
H 0.520 -1.652 0.109
O 3.589 0.336 0.172
H 3.324 -0.107 -0.574
H 3.303 -0.136 1.035

Summary:
Structure (SMILES): C=CCNC.O
HOMO-LUMO gap, eV: 8.98
Energy above the lowest of the compared OMol25 structures with the same formula, charge and spin, kcal per mole: 66.8
Multiplicity: 1
Max |F|, Eh/bohr: 0.103
Highest occupied orbital energy, eV: -8.28

***

(7)
Computed, not measured: a gas-phase ion, C6H11O2 (charge -1), with ωB97M-V/def2-TZVPD.

Positions of all 19 atoms, in Å:
C -0.248 -1.828 2.633
C 0.672 -1.135 1.576
C -0.153 0.046 0.753
C -1.240 -0.517 -0.017
C 0.736 0.976 -0.040
C 0.235 1.026 -1.583
O 1.124 0.779 -2.321
O -0.946 1.261 -1.814
H 0.229 -2.456 3.484
H -0.974 -2.586 2.306
H -0.798 -1.071 3.101
H 1.555 -0.760 2.197
H 1.232 -1.880 0.962
H -0.765 0.605 1.632
H -0.764 -1.228 -0.838
H -1.899 -1.066 0.503
H -1.818 0.283 -0.560
H 0.846 1.995 0.454
H 1.718 0.443 -0.100

Summary:
Structure (SMILES): CC[C@H](C)CC(=O)[O-]
HOMO-LUMO gap, eV: 7.52
Energy above the lowest of the compared OMol25 structures with the same formula, charge and spin, kcal per mole: 46.5
Multiplicity: 1
Charge: -1
Max |F|, Eh/bohr: 0.109
Highest occupied orbital energy, eV: -3.82

***

(8)
Computed, not measured: a molecular structure, C4H7NOS, with ωB97M-V/def2-TZVPD.

Positions of all 14 atoms, in Å:
C 0.471 1.710 0.207
C -0.335 0.877 -0.753
C -0.100 -0.634 -0.195
C -1.044 -1.341 0.929
N 1.522 1.250 0.703
O 2.472 -0.459 -1.618
S 1.565 -0.455 0.467
H 0.309 2.711 0.364
H -1.453 1.203 -0.819
H 0.213 1.003 -1.697
H -0.020 -1.309 -0.972
H -1.258 -0.719 1.778
H -0.388 -2.126 1.197
H -1.954 -1.710 0.410

Summary:
HOMO-LUMO gap (spin up / spin down), eV: 8.43 / 8.37
Energy above the lowest of the compared OMol25 structures with the same formula, charge and spin, kcal per mole: 135.9
Multiplicity: 1
Max |F|, Eh/bohr: 0.063
Highest occupied orbital energy (spin up / spin down), eV: -9.09 / -9.32

***

(9)
Computed, not measured: 2 unconnected molecules or ions with the total composition C6H10, with ωB97M-V/def2-TZVPD.

Positions of all 16 atoms, in Å:
C -1.024 0.849 -1.151
C -0.141 -0.092 -0.312
C -0.166 0.236 1.766
C -0.308 -1.555 -0.758
C 1.231 0.337 -0.192
C 2.199 0.725 0.424
H -0.831 1.896 -0.906
H -2.076 0.620 -0.968
H -0.870 0.750 -2.243
H 0.634 -0.478 1.864
H 0.116 1.260 1.584
H -0.750 0.217 2.723
H -1.326 -1.886 -0.543
H -0.152 -1.715 -1.843
H 0.401 -2.209 -0.245
H 3.101 1.067 0.872

Summary:
HOMO-LUMO gap, eV: 10.10
Energy above the lowest of the compared OMol25 structures with the same formula, charge and spin, kcal per mole: 101.2
Multiplicity: 1
Max |F|, Eh/bohr: 0.033
Highest occupied orbital energy, eV: -9.15